Entry 1:
C7H10 | the ωB97M-V functional and the def2-TZVPD basis

Last column: natural (NBO) charge in e.
Cartesian coordinates (Å):
C  2.372  0.302  0.225  -0.605
C  1.257  -0.596  0.754  -0.469
C  -0.091  0.019  0.560  0.163
C  -0.320  1.327  0.246  -0.216
C  -1.371  1.378  -0.606  -0.138
C  -1.800  -0.024  -1.008  -0.439
C  -1.342  -0.794  0.289  -0.452
H  2.206  0.529  -0.834  0.210
H  3.349  -0.180  0.325  0.209
H  2.388  1.254  0.763  0.227
H  1.260  -1.571  0.247  0.215
H  1.419  -0.823  1.818  0.233
H  -1.948  2.260  -0.881  0.201
H  -2.866  -0.108  -1.246  0.208
H  -1.244  -0.426  -1.865  0.214
H  -1.152  -1.867  0.158  0.207
H  -2.116  -0.679  1.056  0.231

## Properties
HOMO level (spin up / spin down) ... -7.9301 / -7.9279 eV
Orbital gap (spin up / spin down) ... 7.76 / 7.76 eV
Electronic energy ... -7417.441 eV
Lowest unoccupied orbital energy (spin up / spin down) ... -0.1680 / -0.1684 eV
SMILES ... CCC1=C=CCC1

=====

Entry 2:
C7H10 | the ωB97M-V functional and the def2-TZVPD basis

Last column: natural (NBO) charge in e.
Cartesian coordinates (Å):
C  -1.954  -0.596  -0.012  -0.421
C  -0.795  -0.097  -0.426  0.055
C  -0.635  1.366  -0.669  -0.645
C  0.421  -0.917  -0.820  -0.459
C  1.470  -0.674  0.266  -0.234
C  1.581  0.635  0.985  -0.221
C  0.851  -0.247  1.561  -0.176
H  -2.187  -1.641  -0.170  0.195
H  -2.754  0.046  0.364  0.195
H  -0.708  1.447  -1.762  0.218
H  -1.447  1.957  -0.234  0.216
H  0.324  1.729  -0.327  0.218
H  0.198  -1.993  -0.823  0.213
H  0.741  -0.629  -1.829  0.204
H  2.363  -1.316  0.295  0.189
H  2.182  1.509  1.158  0.228
H  0.348  -0.579  2.444  0.226

## Properties
HOMO level ... -9.1582 eV
Orbital gap ... 10.33 eV
Electronic energy ... -7417.479 eV
Lowest unoccupied orbital energy ... 1.1764 eV
SMILES ... C=C(C)CC1C=C1

=====

Entry 3:
C7H10 | the ωB97M-V functional and the def2-TZVPD basis

Last column: natural (NBO) charge in e.
Cartesian coordinates (Å):
C  -1.794  -0.343  0.070  -0.400
C  -1.344  0.848  -0.731  -0.411
C  -0.333  -0.018  -0.028  -0.133
C  0.616  -0.972  -0.745  -0.517
C  1.338  -1.858  0.146  -0.072
C  1.309  1.529  0.993  -0.400
C  0.436  0.531  1.138  -0.156
H  -2.150  -1.208  -0.486  0.210
H  -2.298  -0.186  1.020  0.219
H  -1.439  0.812  -1.814  0.213
H  -1.524  1.832  -0.302  0.223
H  0.118  -1.947  -1.052  0.289
H  1.086  -0.546  -1.647  0.215
H  2.179  -2.280  -0.437  0.107
H  1.372  2.077  0.055  0.190
H  2.015  1.791  1.773  0.202
H  0.411  -0.062  2.048  0.219

## Properties
HOMO level ... -8.6772 eV
Orbital gap ... 8.99 eV
Electronic energy ... -7415.467 eV
Lowest unoccupied orbital energy ... 0.3111 eV

=====

Entry 4:
C7H10 | the ωB97M-V functional and the def2-TZVPD basis

Last column: natural (NBO) charge in e.
Cartesian coordinates (Å):
C  2.363  0.299  0.219  -0.606
C  1.252  -0.608  0.741  -0.467
C  -0.095  0.015  0.560  0.157
C  -0.315  1.317  0.223  -0.210
C  -1.362  1.373  -0.632  -0.139
C  -1.807  -0.028  -1.024  -0.439
C  -1.347  -0.796  0.279  -0.450
H  2.198  0.522  -0.841  0.210
H  3.347  -0.167  0.327  0.209
H  2.357  1.256  0.749  0.227
H  1.255  -1.573  0.213  0.215
H  1.416  -0.855  1.800  0.231
H  -1.930  2.259  -0.913  0.201
H  -2.880  -0.098  -1.248  0.209
H  -1.259  -0.440  -1.885  0.215
H  -1.153  -1.867  0.138  0.207
H  -2.123  -0.688  1.046  0.231

## Properties
HOMO level (spin up / spin down) ... -7.9338 / -7.9302 eV
Orbital gap (spin up / spin down) ... 7.76 / 7.76 eV
Electronic energy ... -7417.437 eV
Lowest unoccupied orbital energy (spin up / spin down) ... -0.1702 / -0.1709 eV
SMILES ... CCC1=C=CCC1